A | Below is a cluster of 2 separate species, C2H6IN in total, with properties calculated with the ωB97M-V functional and the def2-TZVPD basis.

Output
Molecular weight (g/mol): 170.98
Gap between HOMO and LUMO (eV): 10.080
SMILES: C=NC.I
Spin multiplicity: 1

Last columns: bonded neighbours and bond lengths (Å).
Cartesian coordinates (Å):
1 C 1.54 -0.02 -0.92  N3 1.481, H5 1.137, H6 1.196, H7 1.141
2 C 0.34 -0.61 1.09  N3 1.250, H9 1.110, H10 1.074
3 N 1.23 0.05 0.52  C1 1.481, C2 1.250
4 I -3.74 0.37 0.06  H8 1.551
5 H 1.76 1.04 -1.26  C1 1.137
6 H 2.68 -0.37 -1.03  C1 1.196
7 H 0.80 -0.59 -1.58  C1 1.141
8 H -4.26 1.78 0.45  I4 1.551
9 H -0.36 -1.31 0.59  C2 1.110
10 H 0.02 -0.35 2.09  C2 1.074

Charges computed using natural (NBO), reported in e: number 1, C, carries -0.4680; number 2, C, carries -0.0588; number 3, N, carries -0.3952; number 4, I, carries -0.0950; number 5, H, carries 0.2207; number 6, H, carries 0.2153; number 7, H, carries 0.1889; number 8, H, carries 0.0955; number 9, H, carries 0.1252; number 10, H, carries 0.1714

=====

B | Below is a cluster of 2 separate species, C2H6IN in total, with properties calculated with the ωB97M-V functional and the def2-TZVPD basis.

Output
Molecular weight (g/mol): 170.98
Gap between HOMO and LUMO (alpha / beta) (eV): 7.796 / 7.792
Spin multiplicity: 1

Last columns: bonded neighbours and bond lengths (Å).
Cartesian coordinates (Å):
1 C -0.05 -1.46 0.53  H5 1.122, H6 1.084, H7 1.046
2 C 0.23 1.48 0.01  N3 1.463, H8 1.112, H9 1.064, H10 1.105
3 N 1.08 0.43 0.57  C2 1.463, I4 2.038
4 I 2.93 -0.13 -0.06  N3 2.038
5 H -0.91 -1.00 1.08  C1 1.122
6 H -0.19 -1.37 -0.54  C1 1.084
7 H 0.46 -2.27 0.95  C1 1.046
8 H -0.36 1.21 -0.90  C2 1.112
9 H -0.42 1.80 0.79  C2 1.064
10 H 0.82 2.38 -0.23  C2 1.105

Charges computed using natural (NBO), reported in e: number 1, C, carries -0.3298; number 2, C, carries -0.4497; number 3, N, carries -0.6721; number 4, I, carries 0.2669; number 5, H, carries 0.2006; number 6, H, carries 0.1951; number 7, H, carries 0.1968; number 8, H, carries 0.1750; number 9, H, carries 0.2057; number 10, H, carries 0.2114

=====

The structure with the most favorable energy is A; the runner-up is 55.7 kcal/mol above it.

=====

A | Below is a cluster of 18 separate species, C9H52NO18 in total, with properties calculated with the ωB97M-V functional and the def2-TZVPD basis.

Output
Molecular weight (g/mol): 462.50
Gap between HOMO and LUMO (eV): 3.990
Total charge: -1
Spin multiplicity: 1

Last columns: bonded neighbours and bond lengths (Å).
Cartesian coordinates (Å):
1 C 2.73 -0.61 -0.05  C2 1.528, H12 1.090, H13 1.090, H14 1.090
2 C 1.41 -1.30 -0.40  C1 1.528, C3 1.571, N7 1.455, C11 1.538
3 C 1.07 -2.18 0.86  C2 1.571, C4 1.591, H15 1.090, H16 1.090
4 C 0.58 -1.52 2.22  C3 1.591, C5 1.499, H17 1.090, H18 1.090
5 C -0.54 -0.59 1.86  C4 1.499, C6 1.545, H19 1.090, H20 1.090
6 C -0.23 0.36 0.68  C5 1.545, N7 1.512, C9 1.558, C10 1.590
7 N 0.29 -0.38 -0.53  C2 1.455, C6 1.512, O8 1.458
8 O -0.09 0.14 -1.84  N7 1.458
9 C 0.70 1.49 1.23  C6 1.558, H21 1.090, H22 1.090, H23 1.090
10 C -1.60 1.10 0.37  C6 1.590, H24 1.090, H25 1.090, H26 1.090
11 C 1.64 -2.33 -1.53  C2 1.538, H27 1.090, H28 1.090, H29 1.090
12 H 2.76 -0.19 0.96  C1 1.090
13 H 2.83 0.27 -0.69  C1 1.090
14 H 3.53 -1.33 -0.24  C1 1.090
15 H 2.04 -2.63 1.07  C3 1.090
16 H 0.56 -3.11 0.61  C3 1.090
17 H 1.42 -1.03 2.72  C4 1.090
18 H 0.29 -2.15 3.05  C4 1.090
19 H -0.73 -0.10 2.81  C5 1.090
20 H -1.48 -1.10 1.64  C5 1.090
21 H 1.49 1.10 1.86  C9 1.090
22 H 0.16 2.22 1.83  C9 1.090
23 H 1.12 2.00 0.36  C9 1.090
24 H -1.41 2.15 0.13  C10 1.090
25 H -2.14 1.31 1.30  C10 1.090
26 H -2.23 0.48 -0.27  C10 1.090
27 H 0.62 -2.71 -1.66  C11 1.090
28 H 2.31 -3.09 -1.14  C11 1.090
29 H 2.10 -1.84 -2.38  C11 1.090
30 O 3.32 -4.14 -6.82  H31 0.957, H32 0.957
31 H 4.08 -4.72 -6.87  O30 0.957
32 H 3.05 -4.18 -5.90  O30 0.957
33 O -6.53 0.96 2.88  H34 0.957, H35 0.957
34 H -6.37 0.47 2.07  O33 0.957
35 H -5.66 1.16 3.22  O33 0.957
36 O -6.02 -2.05 -0.48  H37 0.957, H38 0.957
37 H -5.11 -2.15 -0.77  O36 0.957
38 H -6.26 -1.17 -0.75  O36 0.957
39 O -2.40 -2.96 -1.59  H40 0.957, H41 0.957
40 H -1.96 -2.11 -1.52  O39 0.957
41 H -1.69 -3.60 -1.59  O39 0.957
42 O -3.44 -0.96 -5.65  H43 0.957, H44 0.957
43 H -3.03 -1.78 -5.39  O42 0.957
44 H -2.74 -0.31 -5.61  O42 0.957
45 O -1.51 -4.38 6.92  H46 0.957, H47 0.957
46 H -0.93 -3.76 7.36  O45 0.957
47 H -2.12 -3.83 6.43  O45 0.957
48 O 5.46 1.60 3.39  H49 0.957, H50 0.957
49 H 5.90 2.07 4.10  O48 0.957
50 H 5.28 0.74 3.76  O48 0.957
51 O 1.26 3.84 -3.54  H52 0.957, H53 0.957
52 H 2.18 3.67 -3.71  O51 0.957
53 H 0.95 3.08 -3.06  O51 0.957
54 O -0.71 2.61 6.47  H55 0.957, H56 0.957
55 H -0.97 3.19 5.75  O54 0.957
56 H -1.50 2.09 6.64  O54 0.957
57 O 1.92 0.19 -5.59  H58 0.957, H59 0.957
58 H 1.60 -0.59 -6.05  O57 0.957
59 H 1.50 0.15 -4.73  O57 0.957
60 O 1.76 6.73 2.61  H61 0.957, H62 0.957
61 H 2.02 6.10 3.28  O60 0.957
62 H 0.94 7.11 2.95  O60 0.957
63 O 3.93 -8.14 -3.89  H64 0.957, H65 0.957
64 H 3.26 -7.87 -3.26  O63 0.957
65 H 3.49 -8.79 -4.45  O63 0.957
66 O 7.62 1.20 0.18  H67 0.957, H68 0.957
67 H 6.78 1.38 0.62  O66 0.957
68 H 7.99 0.46 0.66  O66 0.957
69 O -6.50 1.56 -2.17  H70 0.957, H71 0.957
70 H -7.08 1.38 -2.91  O69 0.957
71 H -5.68 1.86 -2.57  O69 0.957
72 O -3.56 2.79 -3.72  H73 0.957, H74 0.957
73 H -3.17 3.65 -3.87  O72 0.957
74 H -2.83 2.25 -3.43  O72 0.957
75 O 2.92 0.74 6.01  H76 0.957, H77 0.957
76 H 3.39 1.57 5.95  O75 0.957
77 H 2.03 0.93 5.71  O75 0.957
78 O -4.56 6.24 -0.63  H79 0.957, H80 0.957
79 H -4.05 5.43 -0.69  O78 0.957
80 H -5.47 5.95 -0.56  O78 0.957

Charges computed using Mulliken, reported in e: number 1, C, carries -1.7667; number 2, C, carries 1.5682; number 3, C, carries -1.2502; number 4, C, carries -0.7534; number 5, C, carries -0.9196; number 6, C, carries 1.4517; number 7, N, carries 0.6135; number 8, O, carries -0.8238; number 9, C, carries -2.0329; number 10, C, carries -1.7886; number 11, C, carries -1.6906; number 12, H, carries 0.2323; number 13, H, carries 0.3380; number 14, H, carries 0.4267; number 15, H, carries 0.4871; number 16, H, carries 0.4147; number 17, H, carries 0.2590; number 18, H, carries 0.4025; number 19, H, carries 0.3355; number 20, H, carries 0.3950; number 21, H, carries 0.3101; number 22, H, carries 0.4840; number 23, H, carries 0.3336; number 24, H, carries 0.3932; number 25, H, carries 0.4529; number 26, H, carries 0.2080; number 27, H, carries 0.1375; number 28, H, carries 0.4362; number 29, H, carries 0.3865; number 30, O, carries -0.6325; number 31, H, carries 0.3138; number 32, H, carries 0.3193; number 33, O, carries -0.6425; number 34, H, carries 0.3302; number 35, H, carries 0.3116; number 36, O, carries -0.6601; number 37, H, carries 0.3263; number 38, H, carries 0.3211; number 39, O, carries -0.6624; number 40, H, carries 0.3895; number 41, H, carries 0.2836; number 42, O, carries -0.6312; number 43, H, carries 0.3153; number 44, H, carries 0.3159; number 45, O, carries -0.6374; number 46, H, carries 0.3170; number 47, H, carries 0.3196; number 48, O, carries -0.6163; number 49, H, carries 0.2869; number 50, H, carries 0.3306; number 51, O, carries -0.6665; number 52, H, carries 0.3049; number 53, H, carries 0.3427; number 54, O, carries -0.6333; number 55, H, carries 0.3210; number 56, H, carries 0.3140; number 57, O, carries -0.6533; number 58, H, carries 0.2941; number 59, H, carries 0.3441; number 60, O, carries -0.6267; number 61, H, carries 0.3110; number 62, H, carries 0.3151; number 63, O, carries -0.6420; number 64, H, carries 0.3228; number 65, H, carries 0.3188; number 66, O, carries -0.6372; number 67, H, carries 0.3290; number 68, H, carries 0.3049; number 69, O, carries -0.6498; number 70, H, carries 0.3088; number 71, H, carries 0.3295; number 72, O, carries -0.6208; number 73, H, carries 0.2975; number 74, H, carries 0.3385; number 75, O, carries -0.6305; number 76, H, carries 0.3081; number 77, H, carries 0.3180; number 78, O, carries -0.6435; number 79, H, carries 0.3210; number 80, H, carries 0.3214

=====

B | Below is a cluster of 18 separate species, C9H52NO18 in total, with properties calculated with the ωB97M-V functional and the def2-TZVPD basis.

Output
Molecular weight (g/mol): 462.50
Gap between HOMO and LUMO (eV): 5.516
Total charge: -1
Spin multiplicity: 1

Last columns: bonded neighbours and bond lengths (Å).
Cartesian coordinates (Å):
1 C -0.76 23.22 -4.82  C2 1.559, H12 1.090, H13 1.090, H14 1.090
2 C -1.74 23.57 -3.66  C1 1.559, C3 1.595, N7 1.512, C11 1.560
3 C -1.27 22.79 -2.35  C2 1.595, C4 1.513, H15 1.090, H16 1.090
4 C -1.95 23.29 -1.10  C3 1.513, C5 1.474, H17 1.090, H18 1.090
5 C -1.87 24.76 -1.01  C4 1.474, C6 1.559, H19 1.090, H20 1.090
6 C -2.30 25.61 -2.24  C5 1.559, N7 1.461, C9 1.612, C10 1.500
7 N -1.70 25.07 -3.45  C2 1.512, C6 1.461, O8 1.503
8 O -1.83 25.94 -4.67  N7 1.503
9 C -1.92 27.13 -1.86  C6 1.612, H21 1.090, H22 1.090, H23 1.090
10 C -3.78 25.36 -2.25  C6 1.500, H24 1.090, H25 1.090, H26 1.090
11 C -3.12 22.97 -4.04  C2 1.560, H27 1.090, H28 1.090, H29 1.090
12 H -1.29 23.63 -5.68  C1 1.090
13 H -0.62 22.15 -4.92  C1 1.090
14 H 0.16 23.79 -4.67  C1 1.090
15 H -0.19 22.89 -2.24  C3 1.090
16 H -1.63 21.77 -2.30  C3 1.090
17 H -1.42 22.78 -0.29  C4 1.090
18 H -2.92 22.81 -1.19  C4 1.090
19 H -0.79 24.79 -0.84  C5 1.090
20 H -2.33 25.17 -0.11  C5 1.090
21 H -2.22 27.85 -2.63  C9 1.090
22 H -0.84 27.12 -1.70  C9 1.090
23 H -2.39 27.37 -0.91  C9 1.090
24 H -4.09 24.55 -1.59  C10 1.090
25 H -4.25 25.17 -3.22  C10 1.090
26 H -4.19 26.24 -1.76  C10 1.090
27 H -2.86 22.02 -4.51  C11 1.090
28 H -3.50 23.73 -4.73  C11 1.090
29 H -3.83 22.81 -3.22  C11 1.090
30 O -4.02 23.58 -7.47  H31 0.957, H32 0.957
31 H -4.21 23.45 -6.54  O30 0.957
32 H -4.84 23.91 -7.84  O30 0.957
33 O -4.94 26.64 -4.85  H34 0.957, H35 0.957
34 H -5.67 26.36 -4.30  O33 0.957
35 H -4.17 26.53 -4.29  O33 0.957
36 O 0.46 23.24 1.93  H37 0.957, H38 0.957
37 H -0.39 22.91 1.66  O36 0.957
38 H 0.26 23.91 2.58  O36 0.957
39 O 2.57 24.24 -6.43  H40 0.957, H41 0.957
40 H 1.97 24.97 -6.27  O39 0.957
41 H 2.29 23.87 -7.26  O39 0.957
42 O -3.82 30.02 -1.71  H43 0.957, H44 0.957
43 H -3.47 29.14 -1.90  O42 0.957
44 H -4.15 30.32 -2.56  O42 0.957
45 O -2.51 25.97 -7.50  H46 0.957, H47 0.957
46 H -2.30 26.14 -6.58  O45 0.957
47 H -3.05 25.18 -7.48  O45 0.957
48 O 2.39 20.90 -3.45  H49 0.957, H50 0.957
49 H 2.83 21.46 -2.81  O48 0.957
50 H 1.56 21.34 -3.63  O48 0.957
51 O 1.08 25.90 -3.49  H52 0.957, H53 0.957
52 H 1.31 26.03 -2.57  O51 0.957
53 H 0.12 25.82 -3.49  O51 0.957
54 O -1.38 28.94 -4.91  H55 0.957, H56 0.957
55 H -2.27 29.25 -4.72  O54 0.957
56 H -1.41 28.00 -4.73  O54 0.957
57 O -2.29 22.41 2.19  H58 0.957, H59 0.957
58 H -2.44 21.46 2.27  O57 0.957
59 H -2.96 22.80 2.75  O57 0.957
60 O 0.73 26.32 -6.28  H61 0.957, H62 0.957
61 H 0.54 27.14 -5.84  O60 0.957
62 H 0.18 25.67 -5.83  O60 0.957
63 O -4.73 21.96 0.42  H64 0.957, H65 0.957
64 H -3.95 22.00 0.98  O63 0.957
65 H -4.39 21.74 -0.44  O63 0.957
66 O 2.44 23.74 -0.08  H67 0.957, H68 0.957
67 H 2.84 23.08 0.49  O66 0.957
68 H 1.55 23.82 0.26  O66 0.957
69 O 1.24 29.09 -1.55  H70 0.957, H71 0.957
70 H 0.60 29.57 -1.03  O69 0.957
71 H 1.13 28.17 -1.28  O69 0.957
72 O -6.18 28.35 -0.41  H73 0.957, H74 0.957
73 H -6.36 27.63 -1.01  O72 0.957
74 H -6.78 29.05 -0.68  O72 0.957
75 O -1.50 21.04 -7.78  H76 0.957, H77 0.957
76 H -1.38 20.78 -8.69  O75 0.957
77 H -1.49 22.00 -7.80  O75 0.957
78 O -0.22 24.39 -8.45  H79 0.957, H80 0.957
79 H 0.61 24.87 -8.52  O78 0.957
80 H -0.81 24.99 -7.99  O78 0.957

Charges computed using Mulliken, reported in e: number 1, C, carries -1.8579; number 2, C, carries 1.8639; number 3, C, carries -1.9101; number 4, C, carries 1.5404; number 5, C, carries -1.6674; number 6, C, carries 2.5912; number 7, N, carries 1.2762; number 8, O, carries 0.4403; number 9, C, carries -1.3727; number 10, C, carries -2.2774; number 11, C, carries -1.3373; number 12, H, carries -0.1024; number 13, H, carries 0.6537; number 14, H, carries 0.4252; number 15, H, carries 0.3389; number 16, H, carries 0.3847; number 17, H, carries 0.0629; number 18, H, carries -1.1082; number 19, H, carries 0.2670; number 20, H, carries 0.2267; number 21, H, carries -0.2256; number 22, H, carries -0.1866; number 23, H, carries 0.6560; number 24, H, carries 0.2626; number 25, H, carries 0.4319; number 26, H, carries 0.2230; number 27, H, carries 0.8306; number 28, H, carries -0.5019; number 29, H, carries 0.0926; number 30, O, carries -0.6702; number 31, H, carries 0.3597; number 32, H, carries 0.2848; number 33, O, carries -0.7051; number 34, H, carries 0.3350; number 35, H, carries 0.2873; number 36, O, carries -0.6855; number 37, H, carries 0.2856; number 38, H, carries 0.2920; number 39, O, carries -0.6548; number 40, H, carries 0.3341; number 41, H, carries 0.3004; number 42, O, carries -0.6730; number 43, H, carries 0.3776; number 44, H, carries 0.2963; number 45, O, carries -0.8540; number 46, H, carries 0.2818; number 47, H, carries 0.4678; number 48, O, carries -0.6869; number 49, H, carries 0.3184; number 50, H, carries 0.3529; number 51, O, carries -0.5996; number 52, H, carries 0.2550; number 53, H, carries 0.1486; number 54, O, carries -0.7430; number 55, H, carries 0.2922; number 56, H, carries 0.1499; number 57, O, carries -0.6200; number 58, H, carries 0.2998; number 59, H, carries 0.2848; number 60, O, carries -0.7714; number 61, H, carries 0.3209; number 62, H, carries 0.1649; number 63, O, carries -0.6602; number 64, H, carries 0.3561; number 65, H, carries 0.3548; number 66, O, carries -0.6302; number 67, H, carries 0.2867; number 68, H, carries 0.3934; number 69, O, carries -0.6146; number 70, H, carries 0.3093; number 71, H, carries 0.3049; number 72, O, carries -0.6038; number 73, H, carries 0.3045; number 74, H, carries 0.3023; number 75, O, carries -0.6256; number 76, H, carries 0.2717; number 77, H, carries 0.3428; number 78, O, carries -0.6005; number 79, H, carries 0.2884; number 80, H, carries 0.3730

=====

The structure with the most favorable energy is B; the runner-up is 49.2 kcal/mol above it.